Entry 1:
Here is the molecule C4H4N4O4 from the OMol25 dataset. Energies are from wB97M-V/def2-TZVPD.

```
! wB97M-V def2-TZVPD RIJCOSX def2/J DEFGRID3
* xyz 0 1
C -1.170 1.606 -0.351
C -1.546 -0.609 0.222
C 1.385 1.199 -0.104
C 0.972 -1.049 0.482
N -2.104 0.581 -0.207
N 1.933 -0.005 0.273
N 0.005 1.042 0.136
N -0.251 -0.267 0.550
O -1.358 2.704 -0.768
O -2.056 -1.690 0.327
O 1.945 2.173 -0.492
O 0.990 -1.944 -0.575
H 1.136 -1.565 1.446
H -3.066 0.672 -0.495
H 2.879 -0.233 0.013
H 0.304 -2.615 -0.457
*
```

SMILES: O=C1N[C@H](O)n2c(=O)[nH]c(=O)n21
F_max: 0.65 eV/Å
Energy relative to the best compared isomer or geometry (same formula, charge and spin): 0.0 kJ/mol
Highest occupied orbital energy: -0.360 Ha
Frontier orbital gap: 10.21 eV


Entry 2:
Here is the molecule C3H6I2S from the OMol25 dataset. Energies are from wB97M-V/def2-TZVPD.

```
! wB97M-V def2-TZVPD RIJCOSX def2/J DEFGRID3
* xyz 0 1
C 1.328 0.449 0.129
C -0.760 -1.273 0.040
C -0.029 0.107 -0.412
S -1.280 1.577 -0.404
I 0.113 0.182 -2.642
I -1.685 1.853 2.026
H 1.948 1.207 -0.364
H 1.821 -0.445 0.171
H 1.178 0.784 1.072
H -1.580 -1.528 -0.746
H -1.173 -0.976 1.092
H 0.119 -1.937 0.036
*
```

F_max: 3.48 eV/Å
Energy relative to the best compared isomer or geometry (same formula, charge and spin): 41.5 kJ/mol
Highest occupied orbital energy: -0.327 Ha
Frontier orbital gap: 8.13 eV


Entry 3:
Here is a 2-piece molecular cluster, C19H21F3N5O6 overall from the OMol25 dataset. Energies are from wB97M-V/def2-TZVPD.

```
! wB97M-V def2-TZVPD RIJCOSX def2/J DEFGRID3
* xyz 1 1
O -4.094 2.931 -3.594
O 5.584 -1.261 0.164
O 1.930 -3.170 1.243
O -3.236 1.828 -0.110
O 5.446 1.958 6.302
O 3.846 0.618 6.940
F 3.271 -4.234 -1.511
F 4.868 -4.407 0.018
F 2.957 -5.504 0.265
C -4.513 1.865 -4.021
C 4.560 -1.251 0.829
C 2.936 -3.106 0.533
C -4.007 1.433 -0.984
C -0.458 -1.043 -1.454
C -1.037 0.196 -1.455
C -0.118 -0.104 0.533
C 3.362 -0.587 2.979
C 5.723 -0.167 2.745
C 3.392 -0.022 4.261
C 5.749 0.406 4.017
C 4.532 -0.669 2.193
C 4.586 0.489 4.799
N 0.092 -1.222 -0.196
N -5.314 1.723 -0.943
N -4.276 0.701 -3.404
N 4.625 1.058 6.089
N -0.797 0.774 -0.225
C -5.345 1.822 -5.280
C 3.525 -4.349 -0.178
C 3.318 -1.695 0.098
C -5.954 2.521 0.104
C -1.982 0.737 -2.503
C -3.485 0.562 -2.163
H -0.537 -1.783 -2.244
H 0.079 0.014 1.595
H 2.414 -0.977 2.630
H 6.656 -0.213 2.186
H 2.481 0.019 4.854
H 6.695 0.780 4.403
H 0.459 -2.102 0.169
H -5.884 1.423 -1.717
H -4.651 -0.131 -3.835
H -1.313 1.595 0.109
H -5.451 2.836 -5.665
H -6.332 1.420 -5.056
H -4.851 1.204 -6.029
H 3.510 -1.683 -0.979
H 2.536 -0.971 0.299
H -5.841 2.029 1.072
H -5.485 3.506 0.156
H -7.017 2.647 -0.111
H -1.765 0.228 -3.444
H -1.772 1.798 -2.655
H -3.617 -0.466 -1.827
*
```

F_max: 3.78 eV/Å
Highest occupied orbital energy: -0.463 Ha
Frontier orbital gap: 8.84 eV